6 unconnected molecules or ions with the total composition C6H20O6 in a non-equilibrium geometry. Source: the Open Molecules 2025 dataset; level of theory: ωB97M-V/def2-TZVPD.

- LUMO level (spin up / spin down) (eV) = -5.601 / -9.642
- E (Ha) = -691.52263
- 2S+1 = 2
- net charge = +1

Each line ends with the Löwdin spin population.
Geometry (Å):
O 3.365 1.490 -0.649  0.0180
C 2.214 1.590 -0.846  0.0010
C 1.726 1.057 -2.147  0.0351
C 0.200 0.888 -1.910  0.0172
C -0.282 -0.359 -2.641  0.0554
C 0.739 -2.513 -3.316  0.4624
C 0.607 -1.542 -2.368  0.3205
H 1.552 1.841 -0.029  -0.0005
H 1.808 1.318 -3.141  0.0016
H 2.211 -0.071 -2.398  0.0094
H -0.410 1.717 -1.940  0.0002
H 0.237 0.664 -0.691  -0.0004
H -1.245 -0.594 -2.263  0.0261
H -0.390 -0.069 -3.629  0.0050
H 0.561 -2.512 -4.278  0.0258
H 1.208 -3.482 -2.962  0.0171
H 1.162 -1.688 -1.413  0.0064
H -1.011 -1.697 2.989  0.0000
H -1.520 -2.974 3.506  0.0000
O -1.699 -2.032 3.566  0.0000
H 0.812 -1.216 1.783  0.0000
H 0.141 0.288 1.782  0.0000
O 0.376 -0.527 2.348  0.0000
H -1.510 -0.238 2.319  0.0000
H -2.449 -1.011 1.588  0.0000
O -2.190 -0.102 1.640  0.0000
H -1.516 1.294 4.482  0.0000
H -1.449 2.009 3.038  0.0000
O -1.573 2.109 3.958  0.0000
H -0.404 2.903 1.415  0.0000
H -0.786 1.604 0.672  0.0000
O -0.487 1.857 1.537  -0.0001